No. 1
Formula: C39H43N3O3P2Pt
Source: the Open Molecules 2025 dataset
Level of theory: ωB97M-V with the def2-TZVPD basis set

The geometry in XYZ format:
```
91
Properties=species:S:1:pos:R:3:forces:R:3
Pt 0.08389 -0.92526 -0.07898 -0.388 2.213 0.985
C -0.48496 0.30577 2.79097 -0.101 0.082 0.022
C -1.85525 0.64796 2.18752 0.005 0.051 0.010
P -1.97538 0.47164 0.33589 0.301 -1.714 0.162
C -3.12222 1.83626 -0.06042 0.549 0.469 -0.515
C -2.95600 2.62400 -1.19854 0.014 0.169 0.014
C -3.86335 3.63832 -1.48188 -0.043 -0.078 0.127
C -4.93908 3.86870 -0.63593 0.030 0.000 -0.010
C -5.10224 3.09205 0.50494 -0.014 0.000 -0.033
C -4.19568 2.08600 0.79935 0.070 -0.086 0.148
C -2.93958 -1.00391 -0.18367 -0.251 0.111 -0.025
C -2.30333 -1.91385 -1.02899 0.293 0.218 -0.086
C -2.94538 -3.03251 -1.52362 -0.170 -0.057 0.041
C -4.27605 -3.25210 -1.17998 0.064 -0.024 -0.043
C -4.93891 -2.35147 -0.35656 0.013 0.050 0.062
C -4.27960 -1.22603 0.12662 -0.021 -0.060 0.154
P 0.81766 0.46023 1.53182 -0.192 -0.546 -0.397
C 0.87488 2.21986 1.17672 0.202 0.068 -0.147
C 0.56169 2.70725 -0.09090 -0.053 0.019 -0.012
C 0.59902 4.07507 -0.33325 0.024 0.030 0.056
C 0.96374 4.95088 0.67983 -0.013 -0.008 0.003
C 1.27845 4.46625 1.94723 -0.011 0.007 -0.034
C 1.22971 3.10556 2.20054 -0.043 0.013 0.012
C 2.36723 -0.05683 2.29131 0.086 -0.224 -0.196
C 3.52896 0.71446 2.26867 0.048 -0.044 0.016
C 4.70514 0.20933 2.81455 -0.075 0.053 -0.019
C 4.73103 -1.06452 3.36731 0.012 0.033 0.027
C 3.58265 -1.84930 3.36378 -0.018 -0.025 -0.006
C 2.40904 -1.35372 2.81867 -0.079 0.071 0.125
H -0.44269 -0.70262 3.19474 -0.029 -0.080 -0.010
H -0.24653 0.99035 3.60610 -0.018 0.003 0.090
H -2.65282 0.10396 2.69326 -0.044 -0.038 0.000
H -2.05088 1.70506 2.34598 -0.045 0.126 0.084
H -2.13137 2.42625 -1.87331 -0.292 0.153 0.236
H -3.73076 4.24616 -2.36839 -0.002 -0.027 0.032
H -5.64787 4.65758 -0.85710 0.033 -0.046 0.008
H -5.93714 3.27070 1.17207 0.057 -0.011 -0.035
H -4.33548 1.51044 1.70800 0.003 0.032 -0.050
H -1.26872 -1.71691 -1.37890 -0.493 -0.205 -0.353
H -2.42705 -3.72153 -2.17928 -0.024 0.057 0.012
H -4.79951 -4.11575 -1.57518 0.044 0.063 0.069
H -5.97753 -2.51965 -0.09307 0.094 0.037 -0.053
H -4.82313 -0.52043 0.74456 0.019 -0.046 -0.033
H 0.28287 2.01141 -0.87502 0.099 0.070 0.098
H 0.34342 4.46052 -1.31472 -0.005 -0.034 0.079
H 0.99651 6.01748 0.48814 0.005 -0.080 0.021
H 1.56336 5.15135 2.73551 -0.041 -0.019 -0.019
H 1.45987 2.73636 3.19607 0.039 0.032 -0.083
H 3.52415 1.70636 1.83360 -0.023 -0.027 0.014
H 5.60093 0.81857 2.81135 -0.049 -0.036 0.000
H 5.64631 -1.44594 3.80610 -0.063 0.028 -0.047
H 3.60340 -2.84633 3.79028 -0.013 0.079 -0.013
H 1.51370 -1.97028 2.81819 0.095 0.031 -0.002
C 4.46525 -2.21785 -0.34297 -0.009 -0.012 0.042
C 3.00553 -2.56804 -0.38178 -0.197 -0.042 0.017
O 2.17502 -1.83719 -0.94026 0.034 0.066 0.267
N 2.63768 -3.72334 0.20744 -0.078 0.209 -0.066
C 1.28960 -4.25542 0.07510 0.122 0.141 0.259
C 0.37856 -4.00492 1.25395 -0.216 0.181 -0.031
C 0.33312 -4.91486 2.29889 0.075 -0.083 0.064
C -0.59990 -4.75499 3.30886 0.003 -0.056 0.080
C -1.49967 -3.70579 3.21646 -0.044 -0.021 0.101
C -1.38256 -2.82838 2.15699 0.224 -0.048 -0.222
N -0.44030 -2.93518 1.20779 0.173 -0.565 0.037
H 4.66137 -1.42504 -1.05915 -0.025 -0.008 0.014
H 5.08762 -3.08237 -0.57335 0.008 0.015 0.039
H 4.72386 -1.85746 0.65676 -0.029 -0.021 -0.045
H 3.33696 -4.26909 0.67990 0.080 -0.077 -0.033
H 1.35880 -5.32643 -0.09045 0.034 -0.123 -0.016
H 0.84970 -3.80388 -0.80432 -0.086 0.065 -0.214
H 1.01429 -5.75850 2.30491 -0.061 0.031 -0.009
H -0.64623 -5.45630 4.13380 -0.009 0.037 -0.062
H -2.28810 -3.57135 3.94647 0.053 -0.003 -0.042
H -2.09014 -2.02096 2.03642 0.003 0.065 -0.001
O -1.44685 0.84108 -2.73478 0.153 -0.478 0.074
C -0.25702 0.66653 -2.95890 0.937 -0.315 0.369
O 0.66792 0.23280 -2.17056 -0.715 0.164 -1.056
C 0.24689 1.06130 -4.36332 0.135 0.200 0.050
N 1.71982 0.68497 -4.42266 -0.223 0.311 -0.324
C 2.51779 1.93373 -4.69478 -0.150 0.009 0.114
C 1.63294 3.02357 -4.10845 -0.115 -0.090 -0.014
C 0.23189 2.58352 -4.56017 0.201 -0.024 -0.040
H -0.32758 0.52142 -5.10771 0.049 -0.065 -0.117
H 1.92429 -0.06989 -5.06809 -0.026 -0.030 -0.132
H 1.85263 0.34249 -3.45412 0.142 -0.187 0.474
H 2.60919 2.04986 -5.77123 0.012 -0.061 -0.081
H 3.50795 1.84328 -4.25744 -0.007 -0.036 0.054
H 1.91206 4.00716 -4.47937 -0.010 -0.003 0.009
H 1.71178 3.02792 -3.01724 0.005 0.001 -0.061
H 0.08752 2.83335 -5.61186 -0.033 -0.009 0.010
H -0.58078 3.03109 -3.99275 0.005 0.008 0.004
```
Forces are in eV/Å.

Relative energy (zero: lowest compared OMol25 entry of this formula, charge and spin) = 345.37 kJ/mol
Charge = +2
LUMO energy (spin up / spin down) = -0.22469 / -0.22400 Eh
HOMO-LUMO gap (spin up / spin down) = 6.3 / 6.5 eV

=====

No. 2
Formula: C22H16Cl48O6
Source: the Open Molecules 2025 dataset
Level of theory: ωB97M-V with the def2-TZVPD basis set

The geometry in XYZ format:
```
92
Properties=species:S:1:pos:R:3:forces:R:3
C 2.28525 1.21975 1.10641 -0.363 0.533 0.167
C 1.64955 2.59772 1.12170 -0.280 -0.071 0.534
O 0.97672 2.85517 -0.11433 0.046 0.117 -0.187
C 1.58136 3.85334 -0.91022 0.540 0.208 0.426
C 1.17013 5.31446 -0.56399 -0.072 -1.198 -0.097
C -0.00233 5.47187 0.41588 -0.704 2.425 -0.774
C -1.28073 4.81458 -0.08867 0.296 -0.526 0.764
C -2.55191 5.30701 0.58509 0.033 0.358 0.435
O -3.66950 4.51843 0.13980 0.383 -0.173 -0.336
C -3.77778 3.31742 0.75243 0.607 0.013 0.462
O -3.79668 3.15817 1.93970 0.094 0.215 -0.128
C -0.14216 7.02871 0.54886 0.050 -0.547 0.543
O 0.84967 7.30988 1.54957 0.863 0.235 -0.465
C 1.19045 6.16146 2.17324 -0.624 0.127 -0.807
O 2.09015 6.02392 2.92856 0.048 0.004 0.425
O 0.31585 5.19506 1.77693 0.678 -1.216 -0.004
H 3.11155 1.20710 0.39781 0.058 -0.261 0.121
H 2.61338 0.95126 2.11233 0.224 0.058 -0.092
H 1.50952 0.50875 0.82306 0.184 -0.089 -0.097
H 0.89863 2.64462 1.91545 -0.021 -0.003 -0.096
H 2.36449 3.39229 1.36157 0.060 -0.053 -0.187
H 2.66530 3.78733 -0.76740 -0.067 -0.067 -0.246
H 1.38568 3.65132 -1.96455 -0.231 -0.188 0.131
H 0.83938 5.78209 -1.49362 0.067 0.125 0.069
H 2.05098 5.86143 -0.21951 -0.133 0.075 0.116
H -1.18672 3.75022 0.14387 0.028 -0.008 -0.255
H -1.29817 4.92011 -1.17418 -0.210 0.041 0.028
H -2.77835 6.35087 0.37343 -0.193 -0.145 -0.244
H -2.44755 5.23105 1.67101 -0.067 -0.085 -0.039
H -3.80168 2.46962 0.06279 -0.168 0.269 -0.297
H -1.06941 7.39695 0.98851 -0.205 -0.176 -0.366
H 0.09773 7.50029 -0.40043 0.043 0.386 0.233
C 2.89538 -1.97175 -2.06807 0.033 0.030 -0.058
Cl 4.16930 -1.78256 -3.28243 -0.025 0.172 0.286
Cl 1.58250 -2.95726 -2.72240 -0.006 0.018 -0.004
Cl 3.55697 -2.76548 -0.63425 -0.028 -0.014 -0.011
Cl 2.26992 -0.38324 -1.62109 -0.006 -0.163 -0.263
C 7.92469 -2.54551 -0.63366 -0.019 -0.011 -0.018
Cl 6.80709 -1.18493 -0.75057 0.066 0.063 0.018
Cl 8.05665 -3.05646 1.05198 -0.005 -0.004 -0.005
Cl 7.31676 -3.88717 -1.61021 0.000 -0.002 -0.006
Cl 9.51485 -2.05818 -1.22840 -0.003 -0.005 0.000
C -2.15059 7.81612 4.70848 0.007 -0.027 0.032
Cl -3.47217 7.49426 3.57567 -0.005 -0.009 -0.021
Cl -1.99853 9.55934 4.94980 -0.005 -0.001 -0.005
Cl -2.50031 7.03430 6.25159 0.006 0.006 -0.027
Cl -0.64181 7.18334 4.04629 -0.335 0.175 0.452
C 2.99368 -3.48383 -6.80877 0.026 -0.037 -0.011
Cl 4.29016 -3.29215 -7.99184 -0.141 0.084 -0.023
Cl 1.73957 -4.54041 -7.46597 0.006 0.004 -0.007
Cl 3.66338 -4.20891 -5.34269 -0.051 -0.203 -0.235
Cl 2.29306 -1.90542 -6.43807 0.002 -0.018 0.022
C -6.97926 0.58610 -0.15470 -0.025 0.000 -0.008
Cl -7.94989 -0.44549 0.90099 0.139 0.238 -0.152
Cl -5.85253 -0.41412 -1.08189 0.005 0.003 -0.016
Cl -8.03614 1.46475 -1.26532 0.002 -0.013 0.014
Cl -6.06112 1.73346 0.82596 -0.636 -0.458 0.072
C 7.89851 -5.07251 -9.77471 -0.138 0.003 -0.042
Cl 7.02736 -5.13768 -8.22535 0.058 0.091 -0.328
Cl 7.85793 -6.67026 -10.52179 0.011 -0.002 0.011
Cl 7.07865 -3.90399 -10.81980 -0.049 -0.008 -0.030
Cl 9.57105 -4.56451 -9.55980 -0.043 0.022 0.053
C 10.80585 -6.56519 -5.80079 -0.023 0.004 0.029
Cl 9.28135 -6.05417 -6.53229 0.308 -0.196 0.323
Cl 11.86920 -7.20548 -7.05920 -0.001 0.004 -0.001
Cl 11.58083 -5.17926 -5.02467 -0.004 -0.005 0.001
Cl 10.49884 -7.81938 -4.59434 0.003 0.010 -0.009
C -10.13481 -1.35944 4.55478 -0.017 0.108 -0.010
Cl -11.74344 -0.69571 4.25690 0.004 0.013 -0.014
Cl -9.06982 -0.09030 5.15996 0.008 -0.005 -0.011
Cl -10.24892 -2.65333 5.74520 0.004 -0.011 -0.038
Cl -9.47733 -1.97926 3.02491 -0.320 -0.069 0.200
C -7.18501 -5.82640 4.79475 0.010 -0.039 -0.041
Cl -7.88056 -5.91976 6.41793 0.000 0.009 -0.002
Cl -7.39981 -7.37379 3.97709 0.311 0.033 -0.011
Cl -8.00132 -4.55622 3.88109 0.156 -0.203 0.081
Cl -5.45990 -5.44712 4.91096 -0.518 0.137 0.150
C -10.86473 -9.72286 3.84880 -0.011 0.017 0.011
Cl -12.23696 -9.96305 2.76316 0.011 -0.004 0.001
Cl -10.58870 -7.99810 4.08566 -0.298 -0.031 0.014
Cl -11.20286 -10.48706 5.40462 0.005 -0.003 -0.005
Cl -9.41830 -10.45307 3.13778 0.010 -0.004 -0.003
C -1.10514 -6.17719 3.55448 0.022 0.045 0.044
Cl 0.06924 -5.48974 4.68111 -0.010 -0.004 -0.006
Cl -1.00735 -5.32668 2.00997 -0.001 0.000 0.005
Cl -0.75368 -7.88989 3.30832 -0.004 0.002 0.002
Cl -2.73642 -6.00423 4.21829 0.494 -0.170 -0.199
C 5.54391 6.41146 0.35790 0.017 0.023 0.109
Cl 5.67201 6.42110 2.11362 -0.016 -0.004 -0.032
Cl 4.36558 7.62673 -0.15355 -0.004 0.006 -0.005
Cl 7.11489 6.77317 -0.36088 -0.015 -0.005 -0.016
Cl 5.00549 4.81213 -0.18169 0.073 0.028 0.005
```
Forces are in eV/Å.

LUMO energy = 0.00027 Eh
HOMO-LUMO gap = 10.0 eV

=====

No. 3
Formula: C17H19BN6O3Pb
Source: the Open Molecules 2025 dataset
Level of theory: ωB97M-V with the def2-TZVPD basis set

The geometry in XYZ format:
```
47
Properties=species:S:1:pos:R:3:forces:R:3
H -0.34322 3.02787 0.83500 0.212 -0.143 -0.513
N 0.05163 1.70405 -0.77261 0.259 0.106 -0.624
B 0.65028 0.57527 -2.95099 0.374 -0.326 1.267
N 0.60327 1.85076 -2.01952 -0.319 -0.784 0.689
C 1.00575 3.12465 -2.17226 -0.302 -0.083 -0.290
Pb -0.84712 -0.35286 -0.12635 2.009 5.617 4.371
H 1.50517 3.44481 -3.09197 -0.338 -0.152 0.490
C 0.64000 3.82888 -1.03515 0.142 0.145 0.042
H 0.74354 4.88169 -0.84902 0.184 0.044 -0.012
C 0.06281 2.89703 -0.17179 -0.090 -0.375 -0.157
H 1.07510 0.90331 -3.99890 0.025 -0.041 -0.471
C -1.34793 -2.21795 0.09121 -3.324 -3.859 2.314
H -2.21040 -1.86953 0.80742 1.066 -2.012 -1.064
H -0.60197 -2.76914 0.64282 -0.240 -0.756 -0.286
H -1.75659 -2.49824 -0.91986 0.894 -0.593 1.730
N -0.78384 -0.06799 -3.07508 -1.508 -0.677 1.420
N 1.55757 -0.51839 -2.27638 -0.201 0.036 0.218
N -1.46322 -0.67754 -2.03464 -1.230 0.176 -4.623
N 1.16241 -1.15310 -1.11276 1.434 0.772 -1.083
C -1.58785 -0.10459 -4.11718 -0.295 -0.260 0.298
C 2.78702 -0.92973 -2.64468 -0.463 -1.205 1.681
H -1.21401 0.29432 -5.00418 0.106 0.494 -1.470
H 3.25530 -0.54260 -3.52379 0.138 0.074 -0.269
C -2.77600 -0.72218 -3.78256 -0.756 -0.590 0.277
C 3.21540 -1.88682 -1.69573 -2.231 1.724 -0.390
C -2.70836 -1.12085 -2.44600 2.940 2.217 -1.360
C 2.16360 -1.95703 -0.74296 0.608 0.651 -1.407
H -3.61848 -0.88770 -4.40171 -0.423 -0.078 -0.638
H 4.11030 -2.41113 -1.71696 1.348 -0.796 0.103
H -3.42378 -1.60317 -1.79703 0.205 0.127 -0.010
H 2.13632 -2.50049 0.17712 -0.241 -0.155 0.271
H -2.43550 0.32532 0.39314 0.092 0.790 0.011
O 0.22437 1.99738 4.05384 0.111 -0.247 -0.759
C 0.60420 0.92816 4.76105 -0.153 -0.701 0.306
C 0.83423 1.04372 6.14965 -0.110 -0.107 -0.178
C 1.03524 -0.09800 6.91705 0.074 -0.310 -0.285
C 1.09592 -1.36462 6.30731 0.044 -0.163 0.029
C 0.97727 -1.47149 4.92185 0.088 -0.160 0.338
C 0.71720 -0.34991 4.13802 0.306 0.545 0.437
C 0.56473 -0.48254 2.66264 0.031 -1.386 -0.326
O 0.89729 -1.52760 2.05179 -0.399 1.299 0.642
O -0.00831 0.52130 2.07993 0.058 -0.209 -0.989
H 0.04916 1.60194 3.10948 0.100 0.607 1.011
H 0.81500 2.03221 6.61120 -0.119 -0.268 -0.190
H 1.14005 -0.02337 8.00594 0.009 0.058 -0.480
H 1.24660 -2.27241 6.91005 -0.054 0.551 -0.288
H 1.06984 -2.43990 4.41784 -0.059 0.405 0.220
```
Forces are in eV/Å.

Relative energy (zero: lowest compared OMol25 entry of this formula, charge and spin) = 14.50 kJ/mol
LUMO energy = 0.00430 Eh
HOMO-LUMO gap = 7.8 eV

=====

No. 4
Formula: C15H16N4O2
Source: the Open Molecules 2025 dataset
Level of theory: ωB97M-V with the def2-TZVPD basis set

The geometry in XYZ format:
```
37
Properties=species:S:1:pos:R:3:forces:R:3
O 3.57173 3.11746 5.12704 -0.813 -0.311 -0.300
C 3.53760 2.80296 3.92097 1.241 0.304 0.042
O 4.48516 2.84136 3.10334 -0.277 -0.143 -0.335
C 2.21151 2.29614 3.31364 0.558 0.244 0.076
C 2.08569 2.05774 1.91544 0.563 0.231 0.672
C 0.90032 1.65179 1.42449 -0.319 -0.249 -1.093
C -0.22552 1.41647 2.24923 0.471 0.135 -0.931
N -1.38061 1.00870 1.66231 -0.244 -0.243 0.979
C -2.33364 0.78683 2.54497 -0.546 -0.349 -0.451
C -2.19031 0.95474 3.93571 -0.273 0.017 0.465
N -1.09424 1.38508 4.51526 -0.267 -0.269 -0.873
C -0.08338 1.61882 3.63469 0.339 0.256 0.894
C 1.15980 2.07946 4.13302 -0.303 -0.068 0.420
H 2.95858 2.21293 1.28844 -0.084 0.053 0.158
H 0.79787 1.49917 0.34816 -0.188 -0.032 0.199
H -3.29288 0.42417 2.16878 0.136 0.139 0.034
H -3.03680 0.71477 4.57993 0.107 0.086 -0.111
H 1.31324 2.26857 5.19326 -0.199 -0.043 -0.130
C -0.34950 -1.13155 -5.72119 -0.198 0.087 0.112
C 0.53253 -1.62927 -4.58985 0.103 0.114 -0.345
N -0.11473 -1.49559 -3.28023 0.088 -0.279 0.023
C -0.54771 -0.32173 -2.70283 0.049 -0.121 -0.251
C -1.03765 -0.64127 -1.48077 -0.102 0.040 0.323
N -0.87665 -1.99591 -1.32843 -0.076 -0.161 -0.018
C -0.32713 -2.49613 -2.43127 0.019 0.290 0.084
C -1.23104 -2.77395 -0.14012 -0.003 -0.164 0.015
H -0.57181 -0.06959 -5.61412 0.035 -0.006 -0.035
H 0.15267 -1.27444 -6.67637 0.035 -0.010 0.037
H -1.29696 -1.67097 -5.74268 0.031 -0.028 -0.025
H 1.47004 -1.07398 -4.55627 -0.008 -0.024 0.052
H 0.77535 -2.68017 -4.74024 -0.013 -0.007 0.170
H -0.45290 0.60746 -3.23463 -0.082 0.100 0.171
H -1.47679 -0.06367 -0.67804 0.179 0.239 -0.034
H -0.08238 -3.53095 -2.59961 0.020 0.023 -0.008
H -0.33667 -3.25271 0.25212 -0.026 0.035 0.051
H -1.96626 -3.52896 -0.41029 -0.012 0.022 0.037
H -1.64651 -2.11376 0.61611 0.058 0.093 -0.077
```
Forces are in eV/Å.

Relative energy (zero: lowest compared OMol25 entry of this formula, charge and spin) = 314.58 kJ/mol
LUMO energy = -0.03930 Eh
HOMO-LUMO gap = 5.3 eV

=====

In order of appearance, largest force on an atom = 2.5, 2.6, 7.4, 1.3 eV Å⁻¹.
In order of appearance, energy = -73566.4757, -636429.4428, -38941.8914, -25867.9474 eV.